No. 1
Below is a cluster of 2 separate species, C4H12 in total at a distorted geometry, with properties calculated with the ωB97M-V functional and the def2-TZVPD basis.

Relative energy (zero: lowest compared OMol25 entry of this formula, charge and spin) = 60.14 kJ/mol
Frontier orbital gap = 0.4608 hartree
LUMO = 1.156 eV

Positions of all 16 atoms, in Å:
C -0.319 1.760 0.828
C -0.897 -2.243 -0.738
C 0.801 2.351 -0.053
C 0.408 -1.838 -0.024
H 1.639 2.740 0.491
H -1.347 -3.138 -0.279
H 0.317 3.141 -0.625
H 0.339 -2.283 0.971
H -0.719 0.813 0.450
H -1.149 2.456 0.933
H -1.678 -1.491 -0.605
H -0.094 1.509 1.861
H 0.981 1.670 -0.888
H 0.366 -0.787 0.246
H -0.781 -2.461 -1.796
H 1.277 -1.994 -0.650

=====

No. 2
Below is a cluster of 2 separate species, C4H12 in total at a distorted geometry, with properties calculated with the ωB97M-V functional and the def2-TZVPD basis.

Relative energy (zero: lowest compared OMol25 entry of this formula, charge and spin) = 105.16 kJ/mol
Frontier orbital gap = 0.4542 hartree
LUMO = 1.122 eV

Positions of all 16 atoms, in Å:
C -1.236 0.357 -1.547
C 1.400 -0.750 0.868
C 2.157 0.590 1.136
C -2.258 -0.116 -0.479
H 3.250 0.649 0.946
H 1.436 1.335 0.602
H -1.842 -0.862 0.206
H 0.360 -0.787 1.249
H -2.906 -0.774 -1.079
H -1.664 1.114 -2.264
H 2.073 0.787 2.240
H -0.382 0.938 -1.217
H 2.036 -1.418 1.404
H -2.764 0.581 0.285
H 1.225 -1.149 -0.160
H -0.885 -0.495 -2.189

=====

No. 3
Below is a cluster of 2 separate species, C4H12 in total at a distorted geometry, with properties calculated with the ωB97M-V functional and the def2-TZVPD basis.

Relative energy (zero: lowest compared OMol25 entry of this formula, charge and spin) = 162.23 kJ/mol
Frontier orbital gap = 0.4486 hartree
LUMO = 1.084 eV

Positions of all 16 atoms, in Å:
C -1.834 -1.389 -1.133
C 1.264 1.393 1.669
C 1.892 0.189 0.706
C -1.157 -0.020 -1.259
H 2.931 0.146 0.547
H -1.872 0.808 -1.022
H 1.375 -0.718 1.268
H 1.866 2.176 1.530
H 1.345 0.093 -0.204
H -0.292 -0.027 -0.633
H -2.692 -1.333 -1.880
H -2.320 -1.711 -0.139
H -0.748 0.001 -2.282
H -0.998 -2.096 -1.315
H 0.213 1.518 1.452
H 1.028 0.970 2.694

=====

No. 4
Below is a cluster of 2 separate species, C4H12 in total at a distorted geometry, with properties calculated with the ωB97M-V functional and the def2-TZVPD basis.

Relative energy (zero: lowest compared OMol25 entry of this formula, charge and spin) = 72.76 kJ/mol
Frontier orbital gap = 0.4487 hartree
LUMO = 1.154 eV

Positions of all 16 atoms, in Å:
C 0.180 1.339 -1.760
C -0.531 -0.580 1.118
C -1.144 -1.428 2.254
C 1.486 0.620 -1.663
H -0.592 -1.031 0.137
H 1.518 -0.111 -0.850
H -0.729 0.486 1.270
H -0.871 -2.473 2.184
H 2.349 1.226 -1.375
H -0.040 1.735 -2.755
H 0.488 -0.394 1.515
H 1.722 0.155 -2.636
H -0.659 0.784 -1.359
H -2.229 -1.411 2.152
H 0.189 2.287 -1.208
H -0.976 -0.912 3.207

=====

No. 5
Below is a cluster of 2 separate species, C4H12 in total at a distorted geometry, with properties calculated with the ωB97M-V functional and the def2-TZVPD basis.

Relative energy (zero: lowest compared OMol25 entry of this formula, charge and spin) = 134.74 kJ/mol
Frontier orbital gap = 0.4552 hartree
LUMO = 1.056 eV

Positions of all 16 atoms, in Å:
C -0.171 -1.138 2.180
C -0.001 1.827 -1.558
C 1.304 -1.741 1.790
C -1.021 1.200 -2.479
H -2.002 0.932 -2.001
H 2.015 -0.982 2.161
H 0.011 -0.191 2.330
H 1.416 -2.068 0.752
H 0.512 0.996 -0.877
H -0.512 -1.774 3.062
H 1.228 -2.754 2.210
H 0.736 2.445 -2.004
H -0.700 0.300 -3.058
H -1.298 1.925 -3.255
H -0.568 2.350 -0.752
H -0.948 -1.327 1.500

=====

No. 6
Below is a cluster of 2 separate species, C4H12 in total at a distorted geometry, with properties calculated with the ωB97M-V functional and the def2-TZVPD basis.

Relative energy (zero: lowest compared OMol25 entry of this formula, charge and spin) = 171.21 kJ/mol
Frontier orbital gap = 0.4378 hartree
LUMO = 1.118 eV

Positions of all 16 atoms, in Å:
C -1.752 -1.459 -1.110
C 1.353 1.313 1.769
C -1.187 -0.051 -1.319
C 1.531 0.184 0.765
H 2.010 1.231 2.613
H -2.146 -1.914 -2.034
H 2.465 -0.192 0.528
H 1.070 -0.611 1.427
H 0.236 1.477 1.832
H 1.637 2.431 1.482
H -1.016 -2.307 -0.915
H 1.103 0.353 -0.211
H -2.483 -1.459 -0.318
H -1.062 0.515 -0.454
H -0.136 -0.211 -1.873
H -1.622 0.701 -2.182